{"formula": "C3H24N2O10", "method": "ωB97M-V/def2-TZVPD", "species": ["C", "C", "N", "C", "N", "H", "H", "H", "H", "H", "H", "O", "H", "H", "O", "H", "H", "O", "H", "H", "O", "H", "H", "O", "H", "H", "O", "H", "H", "O", "H", "H", "O", "H", "H", "O", "H", "H", "O"], "coordinates": [[1.40129, 1.55158, 2.77175], [2.18995, 0.59999, 2.25648], [2.40039, 0.89033, 0.91524], [1.56888, 1.96961, 0.66701], [0.98188, 2.40137, 1.73786], [1.04741, 1.69221, 3.77354], [2.60382, -0.31714, 2.65491], [2.67326, 0.29102, 0.14427], [1.42295, 2.34502, -0.33050], [-0.81203, -1.70601, 2.06016], [-1.55803, -2.48999, 3.09304], [-1.37102, -1.59357, 2.83034], [2.18854, -0.35688, -2.37798], [2.95769, -1.36910, -1.43049], [2.64030, -0.48924, -1.53274], [0.19184, -0.24550, -2.32205], [-0.40196, -1.49364, -3.02508], [-0.08270, -1.17421, -2.17023], [-1.01795, 2.43584, 1.11782], [-2.48864, 2.02093, 0.92353], [-1.69253, 2.29389, 0.43198], [0.99986, -1.61223, 0.54921], [0.45277, -2.92602, -0.15821], [0.84031, -2.55837, 0.66977], [-0.77478, -4.31625, -0.25127], [-1.30592, -3.36861, -1.34358], [-0.55939, -3.94479, -1.12431], [0.25938, 1.60849, -3.12621], [0.52869, 0.75249, -4.23791], [0.96887, 0.97880, -3.38879], [-1.05353, 2.34693, -1.34228], [-1.87293, 2.40986, -2.59049], [-1.40107, 1.74834, -2.04840], [-2.33626, 0.24177, -0.96100], [-1.60212, -1.09394, -1.28967], [-2.44421, -0.71843, -0.94564], [-2.62085, -0.25664, 0.83011], [-2.89843, -0.61898, 2.27275], [-3.03692, 0.10605, 1.64323]], "relative_energy_kj_mol": 78.3, "orbital_gap_ev": 8.741, "max_force_ha_per_bohr": 0.040, "total_charge": 0, "e_homo_ev": -8.9, "smiles": "c1c[nH]cn1.O.O.O.O.O.O.O.O.O.O"}


{"formula": "C3H25AsF6O9", "method": "ωB97M-V/def2-TZVPD", "species": ["O", "H", "H", "H", "As", "F", "F", "F", "F", "F", "F", "O", "H", "H", "O", "H", "H", "O", "H", "H", "O", "H", "H", "O", "H", "H", "O", "H", "H", "O", "H", "H", "C", "C", "C", "O", "H", "H", "H", "H", "H", "H", "H", "H"], "coordinates": [[-1.59773, 1.02766, -1.61831], [-1.94129, 1.61002, -0.93683], [-0.78823, 1.39953, -1.97612], [-2.14055, 0.67620, -2.32783], [6.32537, -0.12039, -3.42966], [7.53793, 0.70796, -2.30105], [7.64363, -0.41499, -4.59852], [5.25416, -1.00479, -4.65903], [4.98874, 0.12885, -2.17775], [5.84833, 1.35266, -4.19208], [6.63279, -1.75034, -2.71474], [-3.30023, -5.09281, -0.71805], [-3.20284, -6.03853, -0.82927], [-2.54601, -4.71868, -1.17347], [-3.25862, 4.25058, 1.03352], [-4.14848, 4.15707, 0.69349], [-3.35111, 4.82590, 1.79293], [2.61946, 2.82038, 1.90066], [3.05149, 2.56400, 1.08589], [3.08678, 3.60658, 2.18302], [-4.48220, -0.77303, -4.81605], [-5.43869, -0.80779, -4.80372], [-4.22504, -1.45889, -5.43223], [1.39695, 3.29910, -4.02009], [0.83990, 3.64952, -4.71517], [2.28985, 3.43000, -4.33920], [-7.03224, 2.68233, -0.77379], [-7.81062, 3.21212, -0.94604], [-7.32285, 1.77958, -0.90349], [0.84498, -3.48493, -2.85581], [1.03047, -4.32022, -3.28489], [1.68986, -3.03576, -2.82962], [-0.55558, -1.65998, 4.41994], [-0.24884, -0.93934, 5.70192], [1.04635, -1.41324, 6.27137], [-0.19790, 0.45456, 5.56059], [0.16102, -1.54453, 3.60676], [-1.53938, -1.33325, 4.08307], [-0.71581, -2.72490, 4.58835], [-1.07941, -1.06555, 6.39642], [1.22039, -2.47448, 6.44908], [1.19627, -0.89683, 7.21950], [1.85736, -1.14156, 5.59568], [0.36154, 0.58021, 4.79063]], "orbital_gap_ev": 7.663, "max_force_ha_per_bohr": 0.052, "total_charge": 0, "e_homo_ev": -10.5}


{"formula": "C3H25NO8", "method": "ωB97M-V/def2-TZVPD", "species": ["C", "C", "N", "C", "H", "H", "H", "H", "H", "H", "H", "H", "H", "H", "H", "O", "H", "H", "O", "H", "H", "O", "H", "H", "O", "H", "H", "O", "H", "H", "O", "H", "H", "O", "H", "H", "O"], "coordinates": [[-0.59168, -0.32232, 2.70753], [0.81679, -0.86207, 2.51548], [1.36522, -0.52979, 1.21978], [2.80954, -0.25215, 1.24425], [-1.12010, -0.94616, 3.44442], [-1.24912, -0.37808, 1.84527], [-0.60683, 0.68321, 3.11222], [0.93084, -1.97170, 2.75025], [1.33199, -0.46000, 3.40965], [0.88324, 0.33910, 0.95311], [3.25947, 0.08387, 0.29174], [3.06594, 0.19836, 2.18480], [3.24078, -1.26830, 1.33464], [0.50038, 0.15075, -4.03160], [-0.13474, -1.20433, -3.83663], [0.43425, -0.70973, -4.42760], [-2.63803, -0.48959, -1.68361], [-2.74287, 1.05407, -1.12249], [-2.52903, 0.13887, -0.95684], [1.28243, 2.14565, -3.27011], [0.13226, 1.23048, -2.66956], [0.41069, 2.14294, -2.86907], [0.15435, 2.19906, 1.43770], [-1.10163, 3.12281, 1.73257], [-0.73389, 2.24076, 1.80508], [-0.87434, 2.79799, -1.81348], [-2.20852, 3.08736, -0.79279], [-1.34336, 2.73128, -0.96832], [2.33066, -2.84994, -0.07326], [0.93488, -2.28824, 0.14014], [1.43097, -3.13138, 0.11772], [-3.25956, -1.32013, 0.15089], [-1.99160, -1.93691, 0.40114], [-2.91897, -2.09875, 0.62939], [-0.12705, 0.12703, -1.18323], [0.84842, -0.95794, -1.82055], [0.00822, -0.49606, -1.90864]], "relative_energy_kj_mol": 151.0, "orbital_gap_ev": 9.520, "max_force_ha_per_bohr": 0.055, "total_charge": 0, "e_homo_ev": -9.6, "smiles": "CCNC.O.O.O.O.O.O.O.O"}


{"formula": "C3H26N2O10S", "method": "ωB97M-V/def2-TZVPD", "species": ["N", "C", "C", "S", "C", "N", "O", "H", "H", "H", "H", "H", "H", "H", "H", "H", "H", "O", "H", "H", "O", "H", "H", "O", "H", "H", "O", "H", "H", "O", "H", "H", "O", "H", "H", "O", "H", "H", "O", "H", "H", "O"], "coordinates": [[-0.02676, 1.20284, 0.30746], [-0.18884, 0.02836, 1.13552], [-1.43130, -0.78781, 0.78840], [-2.95349, 0.10727, 1.29602], [1.09098, -0.83229, 0.97404], [1.27844, -1.64593, 2.02653], [1.84729, -0.72996, 0.02290], [0.16741, 0.88360, -0.62995], [-0.80865, 1.83990, 0.18458], [-0.12198, 0.33202, 2.15536], [-1.52185, -1.76836, 1.25314], [-1.45577, -0.97621, -0.27906], [-3.18785, 0.65602, 0.09194], [0.83260, -1.49235, 2.90641], [2.02084, -2.30953, 1.93381], [-2.26234, 4.09742, -0.45397], [-0.92617, 3.72985, -1.09856], [-1.74364, 3.34728, -0.76235], [-3.48692, -2.40590, -1.22021], [-2.55386, -3.61474, -1.49624], [-2.56790, -2.67933, -1.26997], [-3.77824, 1.77265, -2.66782], [-2.57909, 1.99699, -1.68350], [-2.98021, 1.37648, -2.31345], [1.57569, -3.11005, -1.84596], [2.58789, -2.58906, -0.81499], [2.42876, -3.29871, -1.44885], [2.61418, 1.54252, 1.56991], [1.21438, 2.15850, 1.73432], [2.06153, 2.02643, 2.19206], [2.17776, 0.73271, 3.54675], [3.13998, -0.20667, 4.20541], [2.22633, 0.08987, 4.28423], [0.99138, 2.83654, -1.53919], [1.81413, 3.62930, -2.60998], [1.18232, 3.70832, -1.89428], [2.75343, 0.59518, -1.31319], [3.63000, 1.76160, -1.79912], [2.88674, 1.20632, -2.04967], [-0.58237, -3.14214, -3.06807], [-0.16600, -4.27079, -2.03406], [-0.37748, -4.07354, -2.94811]], "relative_energy_kj_mol": 114.6, "orbital_gap_ev": 9.513, "max_force_ha_per_bohr": 0.031, "total_charge": 0, "e_homo_ev": -9.3, "smiles": "NC(=O)[C@@H](N)CS.O.O.O.O.O.O.O.O.O"}


{"formula": "C3H26N2O13", "method": "ωB97M-V/def2-TZVPD", "species": ["O", "C", "N", "C", "N", "C", "O", "O", "H", "H", "H", "H", "H", "H", "H", "H", "O", "H", "H", "O", "H", "H", "O", "H", "H", "O", "H", "H", "O", "H", "H", "O", "H", "H", "O", "H", "H", "O", "H", "H", "O", "H", "H", "O"], "coordinates": [[0.86874, 0.52453, -2.44221], [0.77174, -0.61747, -2.84164], [1.86052, -1.36184, -3.17518], [-0.57284, -1.31458, -3.08972], [-1.70312, -0.36261, -2.85716], [-1.94997, 0.41877, -1.75224], [-1.31522, 0.08276, -0.57699], [-2.72578, 1.33749, -1.71636], [1.68186, -2.35700, -3.31132], [2.78613, -1.07123, -2.89556], [-0.65193, -2.06217, -2.31106], [-0.81906, -1.65592, -4.08754], [-2.05207, 0.04442, -3.73928], [-0.48502, -0.43365, -0.33263], [0.41575, -2.98128, -0.51912], [0.28232, -4.41635, -0.08160], [0.09029, -3.85198, -0.83972], [1.19638, 1.11811, -0.10405], [1.91388, 2.00992, 0.94685], [1.84418, 1.09692, 0.63269], [-1.38631, 1.57248, 0.16565], [-2.44593, 2.74490, 0.63278], [-1.57762, 2.32897, 0.76565], [-1.99071, 1.08752, 1.93665], [-3.19623, 0.15211, 2.53817], [-2.41271, 0.67607, 2.71425], [0.31748, 3.63130, -0.11282], [1.72419, 3.11516, -0.38483], [1.24940, 3.81741, 0.07701], [1.70801, -1.12246, 0.26304], [0.32623, -1.23295, 1.04249], [0.72712, -1.47976, 0.18381], [1.00278, 2.15757, 2.68713], [0.80168, 2.30226, 4.10333], [1.53735, 2.08852, 3.50970], [3.51721, -0.10683, 0.98827], [3.64642, -1.62282, 1.06052], [3.10814, -0.92019, 0.66712], [-2.04197, -1.55812, 2.29545], [-1.43165, -2.71764, 1.15748], [-1.80956, -2.43763, 1.98822], [0.04909, -0.83361, 4.37022], [1.08712, 0.10663, 3.65589], [0.76822, -0.20963, 4.50567]], "relative_energy_kj_mol": 78.7, "orbital_gap_ev": 10.295, "max_force_ha_per_bohr": 0.059, "total_charge": 0, "e_homo_ev": -10.4, "smiles": "NC(=O)CNC(=O)O.O.O.O.O.O.O.O.O.O.O"}


{"formula": "C3H27NO11S2", "method": "ωB97M-V/def2-TZVPD", "species": ["S", "S", "C", "C", "N", "C", "O", "H", "H", "H", "H", "H", "H", "H", "H", "H", "O", "H", "H", "O", "H", "H", "O", "H", "H", "O", "H", "H", "O", "H", "H", "O", "H", "H", "O", "H", "H", "O", "H", "H", "O", "H", "H", "O"], "coordinates": [[2.20476, -3.18551, 1.87658], [0.75130, -1.69184, 1.79766], [1.51865, -0.34576, 0.77606], [0.45933, 0.51610, 0.04823], [0.02926, -0.14212, -1.18148], [-0.39849, 0.53294, -2.25571], [-1.03594, 0.01093, -3.16368], [2.94459, -2.92275, 2.98751], [2.02762, 0.27951, 1.49175], [2.06410, -0.87975, 0.01017], [1.05021, 1.41751, -0.11654], [-0.42302, 0.81149, 0.60104], [-0.34439, -1.06922, -0.97984], [-0.05925, 1.57293, -2.28026], [-3.33817, -1.79068, 1.26300], [-1.88723, -1.78918, 0.58006], [-2.63569, -1.24802, 0.90492], [-2.56967, 0.74774, 3.07100], [-1.66653, -0.06501, 2.18075], [-1.70459, 0.33028, 3.07098], [-0.27878, 1.28838, 2.76412], [0.76723, 2.14291, 3.52215], [0.56287, 1.78979, 2.65272], [3.08842, -1.75626, -2.81050], [2.08355, -0.83626, -1.98791], [2.19430, -1.64789, -2.48749], [-0.34172, -3.40086, -0.23378], [-0.90678, -2.94974, -1.60326], [-0.97929, -2.79244, -0.62745], [-3.19787, 2.07567, 1.12889], [-3.81974, 3.34664, 1.58277], [-3.57790, 2.47889, 1.92424], [2.96487, 3.75052, 1.30179], [1.90666, 2.70950, 1.64196], [2.46689, 3.02902, 0.91201], [-3.13130, 1.20858, -1.47106], [-2.73604, 0.37070, -0.19696], [-2.56459, 1.17356, -0.69652], [3.73394, 1.57552, -2.44665], [2.57608, 1.68019, -1.46277], [2.91984, 1.15408, -2.18286], [0.41540, -2.96768, -3.24357], [-0.61434, -1.77209, -3.36320], [-0.51854, -2.74038, -3.29887]], "relative_energy_kj_mol": 0.0, "orbital_gap_ev": [2.205, 7.182], "max_force_ha_per_bohr": 0.052, "total_charge": -1, "e_homo_ev": [0.2, -4.9], "multiplicity": 2}


{"formula": "C3H28NO12", "method": "ωB97M-V/def2-TZVPD", "species": ["O", "C", "C", "N", "C", "O", "H", "H", "H", "H", "H", "H", "H", "H", "H", "H", "O", "H", "H", "O", "H", "H", "O", "H", "H", "O", "H", "H", "O", "H", "H", "O", "H", "H", "O", "H", "H", "O", "H", "H", "O", "H", "H", "O"], "coordinates": [[1.73730, 2.97772, 0.45344], [1.57200, 1.71279, 0.69568], [0.11569, 1.43223, 0.49757], [-0.46200, 0.17183, 1.04803], [-1.94509, 0.14829, 0.92912], [2.27019, 0.74351, 0.94719], [2.59536, 3.27420, 0.19833], [0.02367, 1.50772, -0.66827], [-0.51398, 2.34849, 0.92499], [-0.02109, -0.71358, 0.59846], [-0.15164, 0.17356, 2.04817], [-2.49709, -0.53116, 1.58005], [-2.20809, 0.19654, -0.24208], [-2.34910, 1.10500, 1.24532], [-4.46230, -1.02549, -1.71537], [-4.11146, -0.23360, -2.67489], [-4.40210, -0.04656, -1.71225], [2.51519, -3.28796, -2.14709], [2.73117, -1.82198, -2.16600], [2.32295, -2.48145, -1.66396], [0.81548, -2.08589, -1.37878], [-0.49195, -2.59062, -0.68792], [-0.17740, -1.82699, -1.13015], [1.95998, -1.30967, 3.97472], [2.06622, -0.67989, 2.39299], [1.51990, -0.98027, 3.17696], [0.46295, 2.52190, 3.36775], [-0.10144, 1.59421, 4.35974], [0.16473, 1.64174, 3.38999], [2.18262, -2.73738, 1.69541], [2.36390, -2.68453, 0.16456], [1.84632, -3.13856, 0.91695], [-3.84653, 2.88877, -0.79683], [-4.20927, 1.49322, -0.20073], [-3.46413, 2.12179, -0.32146], [2.36262, 1.17960, -3.88381], [0.82206, 1.22339, -3.81393], [1.66117, 1.62022, -3.35598], [-1.32388, 0.47827, -3.13396], [-0.78305, -0.55792, -4.21579], [-1.05067, 0.41065, -4.07692], [0.07740, -2.96168, 1.17483], [-1.27315, -3.73021, 1.25208], [-0.91028, -2.79130, 1.21090]], "relative_energy_kj_mol": 246.7, "orbital_gap_ev": 11.040, "max_force_ha_per_bohr": 0.084, "total_charge": 1, "e_homo_ev": -13.6}


{"formula": "C3H29N2O9", "method": "ωB97M-V/def2-TZVPD", "species": ["C", "C", "C", "N", "N", "H", "H", "H", "H", "H", "H", "H", "H", "H", "H", "H", "H", "H", "O", "H", "H", "O", "H", "H", "O", "H", "H", "O", "H", "H", "O", "H", "H", "O", "H", "H", "O", "H", "H", "O", "H", "H", "O"], "coordinates": [[-0.30636, -0.62034, 0.09322], [-1.26238, -0.78107, -1.02629], [-2.25953, 0.40933, -0.96434], [-2.04595, 1.40486, -2.11925], [-0.85102, -1.23612, 1.26398], [-0.09524, 0.42335, 0.37308], [0.67057, -0.87609, -0.21953], [-1.81521, -1.72725, -1.20460], [-0.63110, -0.80721, -1.98707], [-3.33510, 0.09332, -1.08171], [-2.03775, 1.07024, -0.06546], [-1.24428, 1.23262, -2.67169], [-2.85950, 1.54606, -2.65703], [-0.18081, -1.22541, 1.92750], [-1.63328, -0.74332, 1.72385], [-1.10218, -2.14351, 1.07906], [2.53436, -0.83162, -1.82764], [3.19391, -0.04575, -0.64695], [2.47132, -0.00253, -1.33329], [2.05377, 2.78275, 1.72777], [1.25777, 1.90824, 0.75019], [1.83379, 1.93381, 1.53733], [0.57922, 1.80034, -1.35642], [0.24857, 3.24874, -0.63377], [0.33217, 2.30910, -0.52859], [0.82767, 0.08293, 4.17008], [1.12313, 0.80990, 2.77564], [0.55112, 0.09040, 3.25949], [1.21043, 0.38432, -3.54281], [0.04687, 0.85537, -4.38534], [0.26729, 0.26438, -3.69533], [-2.36254, 1.87485, 2.58048], [-1.24475, 1.03126, 2.53749], [-2.09138, 1.07744, 2.12813], [1.98822, -3.43897, -1.16058], [1.61053, -2.81167, -2.63379], [1.77227, -2.65280, -1.67264], [3.30592, 0.63057, 1.15883], [4.79115, 0.73372, 0.76272], [4.06375, 0.01957, 0.85038], [-3.47243, -2.99606, 1.56236], [-3.20909, -2.47954, 3.03850], [-2.69390, -2.59824, 2.11404]], "relative_energy_kj_mol": 317.7, "orbital_gap_ev": 8.642, "max_force_ha_per_bohr": 0.106, "total_charge": 1, "e_homo_ev": -11.1}